[1]
{
  "formula": "C19H22N2O5S2",
  "method": "ωB97M-V/def2-TZVPD",
  "charge": 0,
  "e_tot_ev": -54948.3691,
  "e_lumo_ev": 0.346,
  "homo_ev": -8.99,
  "symbols": ["S", "S", "O", "O", "O", "O", "O", "N", "N", "C", "C", "C", "C", "C", "C", "C", "C", "C", "C", "C", "C", "C", "C", "C", "C", "C", "C", "C", "H", "H", "H", "H", "H", "H", "H", "H", "H", "H", "H", "H", "H", "H", "H", "H", "H", "H", "H", "H", "H", "H"],
  "xyz": [[3.6986, 0.5859, -0.0397], [2.2573, -1.0230, 2.1363], [4.1961, 0.2704, -1.3430], [-2.4013, 2.2774, 0.7041], [-3.8557, -0.1299, 2.4618], [-0.7382, 0.8391, 1.0972], [4.5676, 1.2097, 0.9095], [-3.1410, -0.6500, 0.3874], [2.3631, 1.5501, -0.2219], [-2.1605, -0.5474, -1.8280], [-1.2575, 1.9434, 0.5422], [-0.2181, -1.8540, -2.3647], [2.1269, -2.7346, 2.0095], [-0.2638, 2.7578, -0.2701], [-1.2103, -0.9655, -2.7424], [1.8740, 2.1915, 0.9779], [0.3301, 2.0154, -1.4730], [1.3330, 0.9530, -1.0413], [-2.9525, -0.2150, 1.6584], [-4.5125, -0.7554, -0.0816], [2.7138, -3.2105, 0.8797], [0.8810, 3.2889, 0.6087], [3.2758, -2.1817, 0.0918], [-0.1873, -2.3318, -1.0652], [-1.1362, -1.9229, -0.1465], [-2.1251, -1.0148, -0.5172], [-1.5346, 0.1859, 2.0809], [3.1064, -0.9505, 0.6439], [0.4830, 3.7398, 1.5190], [-4.8288, 0.1698, -0.5671], [1.4054, 4.0601, 0.0427], [1.8355, 0.5225, -1.9089], [-5.1498, -0.9257, 0.7848], [0.5710, -3.0395, -0.7665], [-0.8447, 3.6106, -0.6385], [-4.5982, -1.5875, -0.7780], [0.8445, 2.7483, -2.0964], [-0.9541, -0.6826, 2.3968], [1.3935, 1.4635, 1.6453], [2.7526, -4.2526, 0.6181], [-1.2486, -0.5978, -3.7571], [3.7899, -2.3231, -0.8403], [-0.4596, 1.5484, -2.0615], [1.6279, -3.2875, 2.7806], [0.5205, -2.1804, -3.0799], [-2.9313, 0.1470, -2.1254], [-1.1282, -2.3307, 0.8528], [0.8141, 0.1513, -0.4991], [2.7442, 2.6105, 1.4848], [-1.6679, 0.8544, 2.9392]],
  "atomic_forces_ev_per_a": [[0.08, 0.01, -0.11], [0.06, -0.45, -0.05], [-0.21, -0.17, -0.07], [-0.11, -0.04, 0.14], [0.01, 0.06, 0.21], [0.23, -0.17, 0.05], [-0.26, 0.03, 0.21], [-0.28, -0.15, -0.25], [0.97, -0.46, 0.03], [-0.05, 0.01, 0.19], [-0.13, 0.61, -0.34], [0.01, -0.01, -0.07], [0.02, 0.42, 0.00], [-0.02, 0.14, -0.07], [0.03, -0.09, -0.06], [0.11, 0.40, 0.76], [0.05, -0.14, 0.19], [-0.44, -0.39, -0.66], [0.39, 0.06, 0.16], [-0.30, 0.01, 0.13], [-0.03, -0.01, 0.15], [-0.02, -0.28, 0.00], [0.07, 0.24, -0.15], [0.04, -0.04, 0.02], [-0.08, 0.03, -0.07], [0.32, -0.20, -0.21], [-0.28, 0.14, 0.42], [0.03, 0.55, 0.01], [0.05, 0.05, 0.02], [-0.04, -0.01, -0.03], [0.00, 0.05, 0.02], [-0.22, -0.02, -0.03], [0.00, 0.00, -0.14], [0.05, -0.03, 0.03], [0.03, -0.20, 0.12], [0.01, 0.03, 0.00], [-0.02, 0.04, -0.05], [-0.08, 0.09, -0.06], [0.08, 0.19, -0.05], [-0.01, -0.19, -0.01], [0.00, 0.05, -0.09], [0.11, -0.02, -0.20], [0.08, 0.04, -0.03], [-0.10, -0.13, 0.17], [0.08, -0.04, -0.09], [-0.10, 0.08, -0.02], [-0.03, -0.05, 0.10], [0.11, 0.06, -0.13], [-0.20, 0.06, 0.07], [-0.03, -0.16, -0.17]]
}

[2]
{
  "formula": "C19H22N2Re",
  "method": "ωB97M-V/def2-TZVPD",
  "charge": 2,
  "multiplicity": 4,
  "e_tot_ev": -25148.3465,
  "e_lumo_ev": [-8.181, -9.089],
  "homo_ev": [-14.63, -14.76],
  "s2": 3.79,
  "symbols": ["Re", "N", "N", "C", "C", "C", "C", "C", "C", "C", "C", "C", "C", "C", "C", "C", "C", "C", "C", "C", "C", "C", "H", "H", "H", "H", "H", "H", "H", "H", "H", "H", "H", "H", "H", "H", "H", "H", "H", "H", "H", "H", "H", "H"],
  "xyz": [[0.0594, 0.0193, -1.1014], [0.0571, 1.3167, -2.5284], [0.1059, -1.3522, -2.4489], [2.6772, -1.3518, 0.0722], [-1.9978, 0.0099, -0.9815], [0.8085, -1.7417, -4.6148], [0.5661, 0.6907, -3.6536], [-0.1748, 0.8781, 3.8188], [0.1701, 2.6464, -2.1839], [0.2903, -3.6014, -3.1263], [4.2544, 0.9486, 0.3040], [2.1170, -0.1029, -0.2286], [4.0484, -1.4571, 0.3884], [-0.3306, -0.5709, 3.8483], [0.0320, -2.6804, -2.1226], [0.7384, 3.5007, -3.1134], [4.8433, -0.3093, 0.4708], [1.0950, 1.5891, -4.5833], [1.1742, 2.9549, -4.3190], [2.8857, 1.0546, -0.0283], [0.5016, -0.7839, -3.6469], [0.6724, -3.1071, -4.3688], [-0.1908, 2.9142, -1.1884], [2.0389, -2.2409, 0.0368], [0.1727, -4.6672, -2.9245], [0.6419, 1.2480, 4.4656], [2.4148, 2.0350, -0.1479], [0.5432, -1.2116, 3.7654], [4.8680, 1.8518, 0.4005], [-0.6496, -0.6879, 2.7927], [-2.5087, 0.7613, -1.6474], [0.8065, 4.5673, -2.9055], [-1.0377, 1.5247, 3.6783], [0.8588, -3.8038, -5.1789], [1.3915, 1.1464, -5.5248], [-0.2341, -2.9004, -1.0848], [4.5025, -2.4435, 0.5389], [1.5635, 3.6108, -5.0899], [1.1196, -1.3318, -5.5688], [-1.2949, -0.9874, 4.0504], [-2.1658, 0.2586, 0.0988], [5.9226, -0.3951, 0.6418], [0.2569, 0.9887, 2.8236], [-2.4111, -1.0107, -1.1950]],
  "atomic_forces_ev_per_a": [[1.73, -0.16, 2.89], [0.88, -0.13, 0.11], [0.53, 0.28, -0.06], [0.68, -0.13, 0.00], [-0.95, 0.13, 0.62], [-0.04, 1.48, -0.36], [-0.32, 2.42, 0.03], [2.36, 2.05, -0.72], [0.16, -0.97, -1.44], [-0.28, 0.13, 0.59], [-0.49, 0.26, -0.28], [-1.57, 0.05, 0.45], [-0.48, -0.25, -0.21], [-1.88, -1.84, -3.33], [0.13, 0.84, -1.23], [-0.33, -0.04, 0.43], [-0.32, 0.04, -0.19], [-0.26, -1.31, -0.28], [-0.11, -0.11, -0.31], [0.64, -0.03, 0.02], [-0.28, -2.47, 0.29], [0.03, 0.03, -0.31], [-0.01, 0.08, -0.35], [0.46, 0.08, 0.01], [0.15, 0.33, -0.15], [-1.02, 0.27, 0.21], [0.37, -0.14, 0.04], [0.02, 0.04, 1.23], [-0.33, -0.37, 0.00], [0.32, -0.45, -0.76], [0.38, -0.72, 0.73], [0.06, -0.27, -0.07], [-0.32, -0.24, 1.08], [0.08, 0.09, 0.06], [0.34, 0.43, -0.15], [0.03, -0.09, -0.41], [-0.26, 0.43, 0.01], [0.06, -0.08, 0.09], [0.06, -0.54, -0.18], [-0.15, -0.61, 2.36], [-0.42, -0.14, -0.61], [-0.53, 0.04, 0.08], [0.69, 0.78, -0.18], [0.18, 0.81, 0.27]]
}

[3]
{
  "formula": "C19H22N4O4S",
  "method": "ωB97M-V/def2-TZVPD",
  "charge": 0,
  "e_tot_ev": -45044.2660,
  "e_lumo_ev": 0.420,
  "homo_ev": -8.71,
  "symbols": ["S", "O", "O", "O", "O", "N", "N", "N", "N", "C", "C", "C", "C", "C", "C", "C", "C", "C", "C", "C", "C", "C", "C", "C", "C", "C", "C", "C", "H", "H", "H", "H", "H", "H", "H", "H", "H", "H", "H", "H", "H", "H", "H", "H", "H", "H", "H", "H", "H", "H"],
  "xyz": [[3.3638, 1.7204, -0.8423], [3.5695, 2.8857, -0.0306], [-2.0899, -2.1237, -1.2633], [3.7097, 1.7690, -2.2342], [-2.9824, 0.2504, 1.9219], [4.1948, 0.4719, -0.1584], [-4.1545, -1.3251, -0.8211], [-3.0699, 0.7254, 0.5868], [-2.2963, -0.0539, -0.2778], [-4.4224, 0.8175, 0.1671], [-7.0714, 0.9165, -0.5952], [0.8970, 1.6569, 0.3756], [-6.3135, -0.1901, -0.9326], [-2.7779, -1.2356, -0.8190], [-0.2103, -0.0234, -1.5410], [-4.9812, -0.2450, -0.5452], [3.8241, -1.9041, -0.8260], [-6.5141, 1.9681, 0.1175], [4.4271, 0.4570, 1.2588], [4.6599, -0.6283, -0.9577], [1.6432, 1.2416, -0.7094], [-0.4057, 1.2188, 0.5206], [3.3489, -0.2580, 2.0924], [-0.9592, 0.3647, -0.4320], [-5.1855, 1.9226, 0.5019], [1.0944, 0.4153, -1.6707], [3.6324, -2.3595, 0.6207], [2.6798, -1.4478, 1.3983], [3.8218, -0.5957, 3.0172], [3.2114, -3.3674, 0.6014], [-4.7304, 2.7192, 1.0669], [2.5671, 0.4529, 2.3645], [1.9127, -1.0828, 0.7126], [-7.1184, 2.8232, 0.3757], [-4.5350, -2.1239, -1.3092], [4.3287, -2.6904, -1.3920], [1.3473, 2.3272, 1.0902], [4.4958, 1.5002, 1.5745], [-3.4725, -0.5826, 2.0316], [-8.1085, 0.9573, -0.8906], [1.6918, 0.1417, -2.5259], [-0.6368, -0.6717, -2.2876], [4.5973, -2.4165, 1.1274], [-6.7462, -1.0130, -1.4813], [5.4004, -0.0148, 1.4291], [5.6987, -0.8448, -0.6767], [2.1688, -2.0316, 2.1676], [4.6502, -0.2784, -1.9913], [-0.9961, 1.5314, 1.3658], [2.8417, -1.7471, -1.2748]],
  "atomic_forces_ev_per_a": [[0.11, -0.20, 0.06], [-0.23, -0.21, 0.20], [0.16, -0.06, -0.12], [-0.20, -0.28, 0.04], [0.15, 0.01, 0.36], [-0.34, 0.94, -0.47], [-0.08, -0.09, 0.01], [0.15, -0.17, -0.07], [-0.29, 0.21, 0.09], [-0.42, -0.19, -0.21], [0.02, -0.05, 0.00], [0.05, 0.07, -0.03], [0.09, -0.02, 0.03], [-0.27, -0.36, 0.07], [0.06, -0.04, 0.01], [0.03, 0.45, 0.24], [0.32, 0.09, 0.18], [-0.02, 0.11, 0.08], [-0.18, 0.21, 0.74], [-0.10, -0.52, -0.66], [0.58, 0.30, -0.06], [-0.04, -0.11, -0.03], [0.02, -0.05, -0.17], [0.43, 0.16, 0.03], [-0.01, -0.18, -0.12], [-0.05, 0.03, -0.07], [-0.29, 0.02, -0.19], [0.16, -0.01, 0.19], [-0.03, 0.05, 0.08], [0.09, -0.02, 0.05], [0.08, 0.12, 0.05], [0.02, 0.04, 0.11], [-0.09, -0.02, 0.01], [-0.06, 0.09, 0.02], [0.20, 0.06, 0.08], [-0.02, 0.00, -0.09], [-0.03, 0.09, 0.14], [0.17, -0.17, 0.16], [-0.09, 0.03, -0.37], [-0.09, 0.01, -0.04], [-0.01, -0.08, -0.15], [-0.01, -0.01, -0.03], [0.12, -0.11, 0.07], [-0.06, -0.08, -0.09], [-0.04, 0.07, -0.11], [-0.06, 0.09, -0.01], [-0.08, 0.04, -0.04], [0.19, -0.20, 0.03], [0.00, 0.02, 0.05], [-0.03, -0.04, -0.06]]
}

[4]
{
  "formula": "C19H22N4ORhS3",
  "method": "ωB97M-V/def2-TZVPD",
  "charge": 1,
  "e_tot_ev": -63577.9323,
  "e_lumo_ev": [-4.466, -4.532],
  "homo_ev": [-10.48, -10.33],
  "symbols": ["Rh", "S", "S", "S", "O", "N", "N", "N", "N", "C", "C", "C", "C", "C", "C", "C", "C", "C", "C", "C", "C", "C", "C", "C", "C", "C", "C", "C", "H", "H", "H", "H", "H", "H", "H", "H", "H", "H", "H", "H", "H", "H", "H", "H", "H", "H", "H", "H", "H", "H"],
  "xyz": [[-0.3331, -0.6315, -0.0228], [-0.4804, -0.7070, 2.4661], [-3.5275, 2.8499, 0.1814], [-1.5312, -2.7166, 0.1672], [-0.4235, -0.6418, -2.2639], [-1.5459, 1.2015, -0.0481], [-3.5094, 0.2021, 0.6976], [1.8960, -0.5110, 0.1489], [1.7439, -0.7004, -2.8709], [4.5964, -0.7237, 0.7149], [0.5706, 3.9755, -1.2486], [-1.6686, 4.7522, -0.7853], [-1.8703, -2.9476, 1.8466], [-2.7411, -4.1248, 2.1336], [2.0940, -1.7504, -1.9339], [-1.5936, -2.3693, 4.2836], [0.2475, 2.6938, -0.8487], [-0.3799, 4.9919, -1.2279], [2.4152, 0.0864, 1.2210], [-1.3828, -2.1138, 2.8239], [4.0646, -1.3062, -0.4250], [-1.0526, 2.4242, -0.4377], [3.7595, 0.0112, 1.5398], [0.2969, 0.9398, -3.9105], [0.4954, -0.1902, -2.9431], [2.7072, -1.1752, -0.6812], [-2.8050, 1.2574, 0.2881], [-1.9943, 3.4664, -0.3950], [-2.8699, -4.2819, 3.1980], [-2.4005, 5.5405, -0.7437], [2.7820, -2.4511, -2.4087], [2.4903, -0.2495, -3.3748], [-0.1097, 5.9821, -1.5573], [-3.1032, -0.7163, 0.5689], [-2.3135, -5.0201, 1.6857], [-3.7205, -3.9684, 1.6801], [-2.6504, -2.3242, 4.5428], [1.7290, 0.6349, 1.8524], [1.5767, 4.2002, -1.5778], [5.6411, -0.8455, 0.9537], [-1.0634, -1.6124, 4.8538], [0.9674, 0.8677, -4.7604], [1.1647, -2.2796, -1.6795], [0.9831, 1.8966, -0.8409], [-1.2115, -3.3492, 4.5649], [-4.4928, 0.2838, 0.8824], [-0.7337, 0.9483, -4.2540], [4.6862, -1.8764, -1.0972], [0.4740, 1.8794, -3.3904], [4.1270, 0.4963, 2.4304]],
  "atomic_forces_ev_per_a": [[-1.71, -1.92, 2.20], [-0.01, -0.29, -2.30], [0.26, -0.19, -0.07], [0.80, 1.74, 0.58], [-0.66, 0.03, 1.14], [0.95, -0.94, -0.06], [-0.19, -0.15, 0.06], [-0.39, 0.71, -0.31], [-0.27, 0.17, 0.10], [-0.15, 0.05, -0.01], [0.06, 0.11, -0.02], [0.01, -0.10, 0.03], [0.19, 0.16, -0.90], [-0.14, -0.16, -0.01], [-0.25, -0.19, 0.22], [0.00, 0.12, 0.07], [-0.03, -0.23, 0.09], [0.01, 0.08, -0.02], [0.31, 0.16, 0.19], [0.25, 0.30, -0.49], [-0.17, 0.02, 0.21], [-0.10, 0.89, -0.14], [-0.03, -0.15, -0.05], [-0.19, -0.15, -0.04], [1.05, 0.13, -0.62], [0.17, -0.17, -0.08], [-0.11, 0.21, 0.05], [0.17, -0.33, 0.01], [-0.05, -0.10, 0.11], [-0.10, 0.17, -0.04], [-0.06, 0.07, 0.02], [-0.09, 0.03, -0.11], [0.04, 0.12, 0.00], [0.00, 0.03, 0.07], [-0.06, -0.12, 0.08], [-0.07, -0.10, 0.06], [-0.06, -0.01, 0.04], [0.07, 0.01, -0.06], [0.01, -0.02, 0.01], [0.12, 0.05, 0.00], [-0.03, -0.01, 0.19], [0.08, 0.02, -0.09], [0.32, 0.03, -0.10], [0.00, 0.03, -0.02], [0.00, -0.06, 0.02], [0.00, -0.02, -0.04], [-0.03, -0.07, 0.01], [0.04, -0.04, -0.09], [0.04, 0.06, 0.07], [0.02, 0.04, 0.04]]
}